No. 1
ORCA calculation (ωB97M-V/def2-TZVPD) on a 3-piece molecular cluster, C4H7N overall at a distorted geometry.

Calculated values
Kohn-Sham gap (alpha / beta) = 7.3173 / 7.3188 eV
Total charge = 0
HOMO level (alpha / beta) = -6.5865 / -6.5882 eV

Cartesian coordinates (Å):
C1 1.59 0.20 0.31
C2 -1.33 -0.89 -0.12
C3 -0.71 1.26 -0.48
C4 0.42 0.93 -0.11
N1 -0.80 -1.82 0.57
H1 -1.30 -2.71 0.59
H2 -2.29 -1.11 -0.63
H3 -1.62 1.73 -0.75
H4 0.45 2.43 -0.62
H5 2.08 0.69 1.15
H6 2.30 0.09 -0.51
H7 1.21 -0.79 0.62

=====

No. 2
ORCA calculation (ωB97M-V/def2-TZVPD) on C31H29MoOS5Sb2 as an isolated structure at a distorted geometry.

Calculated values
Kohn-Sham gap = 6.5542 eV
Total charge = +1
HOMO level = -10.5336 eV

Cartesian coordinates (Å):
Mo1 -0.88 0.73 -1.60
C1 0.88 1.94 1.72
C2 1.98 0.87 1.74
C3 2.75 0.69 0.43
Sb1 1.78 -0.05 -1.35
C4 2.52 -2.03 -1.37
C5 1.72 -3.04 -1.89
C6 2.16 -4.36 -1.89
C7 3.40 -4.67 -1.36
C8 4.21 -3.67 -0.84
C9 3.77 -2.35 -0.84
C10 3.03 0.91 -2.77
C11 4.36 0.58 -2.98
C12 5.15 1.37 -3.81
C13 4.62 2.50 -4.42
C14 3.29 2.84 -4.22
C15 2.49 2.05 -3.41
Sb2 -1.00 1.15 1.07
C16 -2.38 2.69 1.44
C17 -1.99 4.00 1.17
C18 -2.90 5.04 1.31
C19 -4.20 4.77 1.71
C20 -4.60 3.47 1.96
C21 -3.70 2.42 1.82
C22 -1.30 -0.36 2.51
C23 -0.66 -1.58 2.41
C24 -0.81 -2.53 3.40
C25 -1.62 -2.26 4.50
C26 -2.24 -1.03 4.62
C27 -2.08 -0.07 3.63
H1 1.13 2.77 1.06
H2 0.70 2.34 2.72
H3 1.59 -0.08 2.09
H4 2.72 1.16 2.49
H5 3.54 -0.05 0.58
H6 3.22 1.62 0.11
H7 0.77 -2.79 -2.34
H8 1.54 -5.14 -2.31
H9 3.75 -5.70 -1.36
H10 5.18 -3.91 -0.43
H11 4.41 -1.59 -0.40
H12 4.80 -0.29 -2.52
H13 6.18 1.10 -3.98
H14 5.24 3.11 -5.06
H15 2.87 3.71 -4.71
H16 1.45 2.28 -3.26
H17 -0.98 4.22 0.83
H18 -2.59 6.05 1.11
H19 -4.91 5.58 1.82
H20 -5.62 3.25 2.26
H21 -4.03 1.41 2.01
H22 -0.02 -1.81 1.56
H23 -0.31 -3.49 3.32
H24 -1.75 -3.01 5.27
H25 -2.85 -0.81 5.49
H26 -2.56 0.89 3.74
O1 -0.36 2.25 -1.91
C28 -1.94 -3.04 -2.36
S1 -1.51 -2.11 -0.87
C29 -3.12 -1.67 -0.33
C30 -3.77 -0.62 -0.84
S2 -3.13 0.41 -2.12
S3 -5.36 -0.29 -0.20
C31 -5.39 -1.61 0.95
S4 -6.64 -1.88 1.96
S5 -3.97 -2.61 0.87
H27 -1.02 -3.46 -2.77
H28 -2.41 -2.38 -3.10
H29 -2.61 -3.84 -2.08

=====

No. 3
ORCA calculation (ωB97M-V/def2-TZVPD) on a 6-piece molecular cluster, C32H38FO4P2 overall at a distorted geometry.

Calculated values
Kohn-Sham gap = 6.4889 eV
Total charge = +1
HOMO level = -10.9003 eV

Cartesian coordinates (Å):
C1 1.76 2.68 2.87
O1 1.02 1.72 2.11
C2 0.42 0.72 2.87
P1 -1.25 0.68 2.16
F1 -1.95 -0.63 2.53
P2 -2.32 2.52 2.81
O2 -1.26 3.39 3.31
O3 -3.06 3.10 1.56
O4 -3.35 2.15 3.95
H1 2.43 2.22 3.59
H2 1.10 3.39 3.38
H3 2.37 3.23 2.16
H4 0.38 0.90 3.94
H5 0.87 -0.25 2.66
H6 -1.14 0.71 0.77
H7 -3.79 2.57 1.20
H8 -2.84 2.22 4.77
C3 6.19 3.61 0.41
C4 7.02 3.67 1.52
C5 6.85 2.77 2.56
C6 5.86 1.80 2.49
C7 5.04 1.74 1.38
C8 5.20 2.64 0.33
H9 6.32 4.31 -0.41
H10 7.79 4.43 1.57
H11 7.49 2.83 3.43
H12 5.73 1.10 3.30
H13 4.27 0.98 1.32
H14 4.55 2.59 -0.53
C9 5.29 0.08 -3.99
C10 5.29 0.25 -2.61
C11 4.28 -0.32 -1.84
C12 3.28 -1.06 -2.45
C13 3.28 -1.23 -3.82
C14 4.28 -0.66 -4.59
H15 6.07 0.52 -4.59
H16 6.08 0.82 -2.13
H17 4.28 -0.18 -0.77
H18 2.49 -1.50 -1.84
H19 2.49 -1.80 -4.30
H20 4.28 -0.79 -5.67
C15 1.46 2.94 -3.22
C16 0.78 3.68 -4.18
C17 1.43 4.08 -5.34
C18 2.77 3.76 -5.53
C19 3.45 3.02 -4.57
C20 2.80 2.62 -3.41
H21 0.95 2.63 -2.32
H22 -0.26 3.93 -4.04
H23 0.90 4.66 -6.09
H24 3.28 4.07 -6.43
H25 4.49 2.76 -4.72
H26 3.33 2.05 -2.66
C21 -5.48 -1.65 5.12
C22 -6.15 -2.86 5.07
C23 -6.44 -3.44 3.84
C24 -6.06 -2.81 2.67
C25 -5.39 -1.60 2.72
C26 -5.10 -1.02 3.95
H27 -5.26 -1.19 6.08
H28 -6.45 -3.35 5.99
H29 -6.97 -4.39 3.81
H30 -6.28 -3.27 1.71
H31 -5.09 -1.11 1.80
H32 -4.58 -0.07 3.99
C27 -6.10 -5.75 -0.31
C28 -5.72 -7.01 -0.75
C29 -5.39 -7.21 -2.08
C30 -5.43 -6.15 -2.97
C31 -5.80 -4.88 -2.53
C32 -6.14 -4.69 -1.20
H33 -6.36 -5.59 0.73
H34 -5.69 -7.84 -0.05
H35 -5.10 -8.19 -2.42
H36 -5.17 -6.30 -4.01
H37 -5.83 -4.06 -3.23
H38 -6.44 -3.70 -0.86

=====

No. 4
ORCA calculation (ωB97M-V/def2-TZVPD) on a 5-piece molecular cluster, C4H14O4 overall at a distorted geometry.

Calculated values
Kohn-Sham gap = 5.6542 eV
Total charge = 0
HOMO level = -8.9114 eV

Cartesian coordinates (Å):
C1 0.65 1.92 -0.38
C2 -1.89 -0.45 -1.92
O1 -1.06 -0.02 1.74
C3 -1.17 0.33 -1.03
C4 -0.03 1.06 -1.43
H1 -0.07 2.66 -0.07
H2 0.90 1.25 0.43
H3 1.57 2.41 -0.69
H4 -1.47 -0.49 -2.92
H5 -2.94 -0.64 -1.73
H6 -0.07 0.06 1.99
H7 -1.31 0.32 0.05
H8 0.58 0.37 -2.02
H9 -0.82 -1.68 -0.74
H10 -0.96 -0.75 1.10
O2 -0.74 -2.06 0.12
H11 1.41 1.12 2.79
H12 1.77 -0.63 1.28
O3 1.38 0.49 2.07
H13 0.23 -1.98 0.39
H14 2.42 -1.89 0.40
O4 1.63 -1.38 0.55

=====

How do the records compare in ΔE to the lowest compared entry with this formula, charge and spin? In the order shown, they have 731.25, 19.41, 19.76, 540.49 kJ/mol.